Molecular formula: C28H24N5S2Sn
Method: DFT, ωB97M-V with the def2-TZVPD basis set

Atoms and positions in Å:
Sn 0.957714 0.374721 1.161809
S -1.366932 0.109988 0.316050
C -1.318702 -0.728902 -1.245476
C -1.613827 0.002347 -2.395267
C -1.711245 -0.617058 -3.631669
C -1.522214 -1.985894 -3.747484
C -1.220211 -2.726455 -2.616202
C -1.109133 -2.112393 -1.371100
S -0.681412 -3.110465 0.027233
H -1.774855 1.068053 -2.308798
H -1.949723 -0.024630 -4.505554
H -1.613745 -2.475409 -4.707623
H -1.072532 -3.796410 -2.686383
C 2.236412 2.264543 -1.992578
N 1.849805 0.970172 -1.447781
C 2.402059 -0.063351 -1.915548
C 2.050076 -1.385856 -1.366646
C 2.240152 -2.648897 -2.073833
C 1.712144 -3.594383 -1.290330
C 1.147664 -2.939372 -0.079600
N 1.500834 -1.533305 -0.206653
C 1.050197 3.083796 -2.444907
C -0.116983 3.156784 -1.693281
C -1.176304 3.944556 -2.118192
C -1.077989 4.673689 -3.295715
C 0.084907 4.607302 -4.047215
C 1.141864 3.812810 -3.624122
H 2.940712 2.149007 -2.823026
H 2.760105 2.791262 -1.188142
H 3.117831 -0.037875 -2.741840
H 2.696293 -2.757388 -3.045281
H 1.635591 -4.654040 -1.478521
H 1.508611 -3.370434 0.855462
H -0.220420 2.579555 -0.783324
H -2.081946 3.984101 -1.526153
H -1.904404 5.288330 -3.626816
H 0.170359 5.169827 -4.967408
H 2.044708 3.759881 -4.221504
N -1.374389 -1.155453 3.466620
C -0.197668 -1.871037 3.420045
C -0.170231 -3.136763 4.030351
C 1.013177 -3.825833 4.094185
C 2.171187 -3.252108 3.561089
C 2.047687 -2.040996 2.933763
N 0.884068 -1.370557 2.822202
C -1.558685 0.224445 3.540554
C -2.730332 0.702006 4.134489
C -2.915434 2.062116 4.222138
C -1.934048 2.921193 3.732947
C -0.820032 2.359749 3.157439
N -0.631957 1.035309 3.049218
H -2.155764 -1.684300 3.819191
H -1.072457 -3.535373 4.474935
H 1.051295 -4.792906 4.577520
H 3.130581 -3.743718 3.623343
H 2.901841 -1.564032 2.464446
H -3.468170 0.011489 4.521062
H -3.814443 2.456528 4.676262
H -2.040127 3.994161 3.789398
H -0.031562 2.977875 2.742222

Atomic forces in eV per Å
Sn -0.0005 0.0096 0.0388
S 0.0336 -0.0150 -0.0580
C 0.0114 -0.0013 0.0460
C -0.0070 -0.0201 -0.0304
C -0.0124 0.0362 0.0134
C 0.0086 -0.0271 0.0197
C -0.0031 0.0073 -0.0273
C -0.0186 0.0621 -0.0177
S 0.0167 -0.0434 0.0086
H -0.0020 -0.0047 -0.0036
H 0.0050 0.0029 -0.0022
H 0.0009 -0.0024 -0.0008
H -0.0017 -0.0025 0.0029
C 0.0136 0.0483 0.0005
N 0.0115 -0.0267 0.0275
C -0.0662 -0.0003 -0.0232
C 0.0401 -0.0323 -0.1050
C -0.0351 -0.0418 0.0460
C -0.0080 0.0421 -0.0104
C -0.0074 -0.0303 0.0471
N -0.0145 0.0448 0.0059
C 0.0126 -0.0053 -0.0270
C 0.0005 0.0261 0.0172
C 0.0125 -0.0094 0.0075
C -0.0029 -0.0052 0.0075
C 0.0075 -0.0048 -0.0049
C -0.0228 -0.0150 -0.0217
H 0.0238 -0.0027 0.0205
H -0.0229 -0.0004 0.0054
H 0.0077 0.0164 0.0102
H -0.0017 -0.0054 -0.0037
H 0.0034 -0.0022 -0.0037
H 0.0327 0.0146 -0.0044
H 0.0227 -0.0184 0.0149
H -0.0073 0.0086 -0.0035
H -0.0021 0.0013 0.0037
H 0.0013 0.0000 -0.0017
H 0.0031 -0.0014 0.0030
N -0.0436 -0.0098 0.0096
C 0.0440 -0.0046 0.0201
C -0.0154 0.0149 0.0066
C 0.0148 0.0035 -0.0014
C -0.0090 -0.0246 0.0029
C -0.0013 0.0676 -0.0411
N -0.0595 -0.0353 0.0276
C 0.0285 -0.0348 -0.0173
C -0.0016 0.0061 -0.0048
C -0.0047 -0.0003 0.0037
C 0.0066 0.0119 -0.0068
C 0.0002 -0.0261 0.0008
N -0.0061 0.0205 0.0061
H 0.0171 0.0093 -0.0030
H -0.0012 -0.0045 -0.0020
H -0.0048 -0.0010 -0.0005
H 0.0026 0.0040 0.0026
H 0.0022 -0.0011 -0.0012
H 0.0000 -0.0043 -0.0019
H -0.0014 -0.0002 0.0001
H -0.0015 0.0013 0.0017
H 0.0008 0.0050 0.0010

E_LUMO, eV: -3.477
Total charge: +1
HOMO energy, eV: -10.461
F_max, hartree/bohr: 0.002